(1)
This record from the OMol25 dataset describes C20H37Cl3N6OTi as an isolated structure in a non-equilibrium geometry. The level of theory is ωB97M-V/def2-TZVPD.

net charge: +2
HOMO (spin up / spin down): -11.0 / -12.9 eV
<S²>: 2.003
LUMO (spin up / spin down): -0.1893 / -0.1896 Eh
ΔE to the lowest compared entry with this formula, charge and spin: 0.345 eV
multiplicity: 3

Geometry (Å):
H: -0.30060 -0.50934 -2.13714
H: 5.10199 -1.24892 0.84070
H: -0.65353 -3.25599 2.99779
C: 4.37218 0.25039 -1.24303
H: -2.20788 0.93220 -0.25278
H: 4.85165 -0.70243 -1.46734
H: -1.87201 -2.20978 2.27612
H: -0.93315 -4.41545 0.77981
H: 2.86435 -1.22677 1.97835
H: -3.48490 -0.96192 1.54885
N: -0.18853 -2.44925 1.06887
H: 4.65969 0.98250 -1.99490
H: -0.96963 1.95436 1.93796
H: -4.18355 0.54779 1.03946
H: 2.46078 1.13372 -0.86044
H: 2.64319 -1.72299 -0.29718
C: 3.09800 -0.45950 1.24018
H: 0.77536 -2.75392 1.19546
C: 0.45725 2.66732 -0.66536
C: 0.02213 -2.55154 -2.09443
H: -0.74263 4.82327 -3.03001
C: -1.18276 1.14687 2.64030
C: -3.07961 -0.78648 -0.94899
H: -0.99512 1.53668 3.64383
N: -0.71991 -1.33775 -1.70797
H: 0.76921 -1.35278 3.53427
H: 1.07811 -2.27766 -2.11314
H: 5.93808 0.85567 0.02763
C: -0.15024 4.48066 -2.19336
O: 0.34953 1.42023 -0.26651
C: 4.60957 -0.32667 1.14755
H: -0.81067 -4.49455 -1.61032
C: -0.79867 -2.33929 2.42064
H: -3.88918 -0.19541 -1.37961
H: -2.45658 -2.36342 -2.27767
C: -2.16765 -1.33365 -2.07058
H: 2.42971 -0.15161 -2.04570
C: 0.73515 5.33638 -1.55565
N: -0.19828 0.07620 2.32488
Cl: -1.39443 2.12543 -2.57145
C: -0.86742 -3.47191 0.23310
Cl: 2.33028 3.03020 1.28004
H: 2.69358 0.48700 1.60183
H: 2.17937 5.54844 0.01801
C: -2.65535 0.75215 2.56550
H: -2.30612 -0.78017 -2.99745
C: -0.24165 -1.13941 3.18028
H: 4.49992 1.59238 0.34649
C: 2.86659 0.14878 -1.09410
H: -3.19879 1.68161 2.74078
H: 5.04135 0.01331 2.08699
Ti: -0.21128 -0.42290 0.16211
H: -1.89220 -3.12391 0.08417
H: -2.89909 0.11620 3.41903
Cl: 0.90033 6.96312 -2.10226
H: 0.76533 -4.22446 -0.94099
C: -0.26928 3.17891 -1.74481
C: 1.48919 4.88760 -0.48753
H: -3.54768 -1.62517 -0.43363
N: 2.42376 -0.76654 -0.02787
N: 4.93128 0.69672 0.08696
C: 1.34071 3.57377 -0.07155
H: -0.85079 -0.96637 4.06909
H: -0.23295 -2.85928 -3.10993
C: -0.19833 -3.73879 -1.11764
C: -3.23746 0.07194 1.30598
H: 0.70794 0.51878 2.43812
N: -2.36781 -0.00914 0.10589

Atoms 1-3, force components in eV/Å:
-0.01 -0.21 -0.43
-0.01 -0.03 0.02
-0.03 -0.01 0.06

natural (NBO) charges in e: atom 1 (H): 0.400, atom 2 (H): 0.228, atom 3 (H): 0.216, atom 4 (C): -0.237, atom 5 (H): 0.398, atom 6 (H): 0.224, atom 7 (H): 0.211, atom 8 (H): 0.216, atom 9 (H): 0.233, atom 10 (H): 0.196, atom 11 (N): -0.709, atom 12 (H): 0.252, atom 13 (H): 0.220, atom 14 (H): 0.213, atom 15 (H): 0.246, atom 16 (H): 0.373, atom 17 (C): -0.254, atom 18 (H): 0.360, atom 19 (C): 0.315, atom 20 (C): -0.196, atom 21 (H): 0.259, atom 22 (C): -0.202, atom 23 (C): -0.227, atom 24 (H): 0.211, atom 25 (N): -0.730, atom 26 (H): 0.204, atom 27 (H): 0.190, atom 28 (H): 0.448, atom 29 (C): -0.215, atom 30 (O): -0.910, atom 31 (C): -0.237, atom 32 (H): 0.246, atom 33 (C): -0.219, atom 34 (H): 0.223, atom 35 (H): 0.221, atom 36 (C): -0.232, atom 37 (H): 0.240, atom 38 (C): -0.043, atom 39 (N): -0.710, atom 40 (Cl): 0.033, atom 41 (C): -0.202, atom 42 (Cl): -0.034, atom 43 (H): 0.228, atom 44 (H): 0.254, atom 45 (C): -0.436, atom 46 (H): 0.222, atom 47 (C): -0.228, atom 48 (H): 0.448, atom 49 (C): -0.255, atom 50 (H): 0.245, atom 51 (H): 0.250, atom 52 (Ti): 1.230, atom 53 (H): 0.204, atom 54 (H): 0.222, atom 55 (Cl): 0.058, atom 56 (H): 0.218, atom 57 (C): -0.101, atom 58 (C): -0.233, atom 59 (H): 0.207, atom 60 (N): -0.631, atom 61 (N): -0.503, atom 62 (C): -0.101, atom 63 (H): 0.228, atom 64 (H): 0.217, atom 65 (C): -0.432, atom 66 (C): -0.208, atom 67 (H): 0.384, atom 68 (N): -0.709

(2)
This record from the OMol25 dataset describes a 7-piece molecular cluster, C20H37Cl8N3 overall in a non-equilibrium geometry. The level of theory is ωB97M-V/def2-TZVPD.

net charge: -1
HOMO (spin up / spin down): 0.2 / -8.4 eV
<S²>: 0.750
LUMO (spin up / spin down): 0.0784 / 0.0776 Eh
multiplicity: 2

Geometry (Å):
C: 20.20677 -5.64730 21.14010
C: 19.57071 -6.14023 22.41620
C: 21.02235 -13.84737 17.46451
H: 18.73412 -7.41213 25.45154
C: 18.90180 -9.59182 25.22362
H: 24.62147 -15.68147 20.13475
H: 20.18703 -15.86140 23.56624
C: 19.76273 -4.33278 20.67366
H: 26.03639 -8.47069 23.69243
H: 25.76493 -16.38753 21.16848
H: 19.60621 -13.39709 24.11576
H: 20.63168 -15.93864 26.66784
H: 19.09856 -15.54935 24.90813
C: 20.50178 -11.55179 21.34543
Cl: 22.56284 -13.07280 17.88273
H: 20.25995 -13.24863 17.96287
H: 24.35696 -12.46463 22.49997
H: 20.01660 -6.42478 20.40018
C: 20.88858 -15.26549 18.00416
Cl: 17.96775 -10.97114 24.61320
H: 20.59520 -17.35098 25.64551
H: 20.54369 -12.62146 21.14010
Cl: 21.19047 -15.34134 19.81389
H: 25.87871 -7.21274 22.50252
C: 19.78752 -5.20653 23.62569
H: 25.53354 -14.48232 22.95374
H: 22.25274 -11.15319 20.20665
N: 22.90124 -16.92307 22.45019
H: 17.72418 -8.01349 24.14618
C: 25.20935 -14.38437 21.91769
C: 23.77031 -16.40740 21.88710
C: 25.49511 -8.19218 22.78825
H: 23.54111 -7.76612 22.00838
C: 20.87648 -16.29814 25.66837
N: 19.47366 -3.26041 20.28037
H: 19.74874 -9.45692 24.55085
C: 20.46879 -13.38087 25.95013
Cl: 21.31063 -11.21814 22.95184
H: 23.13783 -13.68323 22.33120
H: 23.55966 -8.93342 23.36106
C: 24.05170 -13.30342 21.87438
H: 19.04091 -5.36176 24.40452
Cl: 16.67666 -8.19213 26.22732
C: 24.90119 -15.72294 21.18743
H: 21.27730 -5.46904 21.24152
H: 20.76302 -5.28377 24.10582
H: 20.81985 -10.75989 19.26357
H: 18.52710 -6.25863 22.12476
C: 20.41743 -13.93270 24.60886
H: 21.49125 -16.00243 17.47331
H: 26.10353 -13.93661 21.48405
H: 19.45966 -11.25410 21.46150
H: 23.70056 -13.07074 20.86906
H: 21.35303 -13.68285 24.10852
H: 19.28289 -9.75240 26.23213
H: 19.85051 -7.14802 22.72308
Cl: 21.49642 -8.97542 20.54328
H: 19.87475 -15.61533 17.80953
H: 21.92285 -16.20369 25.37806
C: 21.25989 -10.70645 20.25937
Cl: 23.72421 -6.77657 24.18431
C: 24.02129 -8.03612 22.94893
H: 20.79519 -13.82226 16.39874
Cl: 25.87223 -9.25701 21.42689
C: 18.09500 -8.24045 25.14572
N: 20.51171 -12.91417 27.03531
C: 20.13754 -15.47965 24.58600
H: 19.64232 -4.18700 23.26854

Atoms 1-3, force components in eV/Å:
0.87 -0.18 -0.15
-0.53 0.24 1.16
-0.77 -0.50 0.83

natural (NBO) charges in e: atom 1 (C): -0.525, atom 2 (C): -0.392, atom 3 (C): -0.652, atom 4 (H): 0.215, atom 5 (C): -0.399, atom 6 (H): 0.257, atom 7 (H): 0.231, atom 8 (C): 0.301, atom 9 (H): 0.222, atom 10 (H): 0.240, atom 11 (H): 0.265, atom 12 (H): 0.212, atom 13 (H): 0.190, atom 14 (C): -0.459, atom 15 (Cl): -0.095, atom 16 (H): 0.169, atom 17 (H): 0.220, atom 18 (H): 0.269, atom 19 (C): -0.456, atom 20 (Cl): -0.079, atom 21 (H): 0.212, atom 22 (H): 0.237, atom 23 (Cl): -0.141, atom 24 (H): 0.213, atom 25 (C): -0.620, atom 26 (H): 0.210, atom 27 (H): 0.214, atom 28 (N): -0.364, atom 29 (H): 0.219, atom 30 (C): -0.388, atom 31 (C): 0.310, atom 32 (C): -0.395, atom 33 (H): 0.237, atom 34 (C): -0.615, atom 35 (N): -0.354, atom 36 (H): 0.231, atom 37 (C): 0.322, atom 38 (Cl): -0.166, atom 39 (H): 0.209, atom 40 (H): 0.232, atom 41 (C): -0.618, atom 42 (H): 0.209, atom 43 (Cl): -0.073, atom 44 (C): -0.517, atom 45 (H): 0.243, atom 46 (H): 0.215, atom 47 (H): 0.223, atom 48 (H): 0.206, atom 49 (C): -0.534, atom 50 (H): 0.207, atom 51 (H): 0.205, atom 52 (H): 0.209, atom 53 (H): 0.221, atom 54 (H): 0.253, atom 55 (H): 0.229, atom 56 (H): 0.223, atom 57 (Cl): -0.152, atom 58 (H): 0.214, atom 59 (H): 0.210, atom 60 (C): -0.479, atom 61 (Cl): -0.085, atom 62 (C): -0.379, atom 63 (H): 0.220, atom 64 (Cl): -0.054, atom 65 (C): -0.382, atom 66 (N): -0.381, atom 67 (C): -0.379, atom 68 (H): 0.210

(3)
This record from the OMol25 dataset describes C20H37ClN3OPRu as an isolated structure in a non-equilibrium geometry. The level of theory is ωB97M-V/def2-TZVPD.

net charge: +2
HOMO (spin up / spin down): -11.5 / -14.3 eV
<S²>: 6.032
LUMO (spin up / spin down): -0.1946 / -0.3793 Eh
ΔE to the lowest compared entry with this formula, charge and spin: 0.000 eV
multiplicity: 5

Geometry (Å):
H: 1.58204 -1.77698 1.35404
H: -0.04865 -0.88311 -8.19718
H: 2.46569 0.42611 5.68292
C: 0.95068 -2.11210 -1.95331
H: -2.33847 -0.72774 1.33501
H: -1.05341 3.14847 5.40181
Ru: -0.20629 -0.70870 -0.89602
H: -1.98451 0.89531 -6.53742
H: -1.93422 1.13315 -2.61551
H: -0.78917 1.44206 5.86316
H: 2.44031 1.85077 2.74360
C: 2.79411 0.92612 3.21329
C: -0.42972 2.26046 5.22493
H: 1.58828 1.03351 -7.74248
C: -2.00697 0.39525 -1.82115
H: -0.81670 2.23820 -6.24534
N: 1.67085 0.17025 3.75881
C: -2.14788 -0.56295 4.18152
H: -1.58665 3.69739 3.40734
H: 0.61146 2.51727 5.48612
H: 0.71167 -2.18410 3.32402
C: 2.10917 -0.68293 -0.54136
P: 0.15461 0.54608 3.16001
C: -2.17729 -0.58881 0.26837
H: 3.47331 1.17926 4.03083
H: -2.16205 1.63935 0.02800
O: 0.18092 0.70230 1.68181
N: -0.73227 -0.71687 3.83588
C: -1.94899 -1.04016 -2.00029
H: 2.22804 -0.43640 -2.76912
H: -2.42530 0.49476 4.11360
H: 2.50536 -1.23655 5.10077
C: -2.12560 0.65822 -0.42799
H: 2.27719 0.12626 -6.39345
H: 0.16107 -3.43131 -0.28151
H: -2.31659 -0.90178 5.21429
Cl: -0.01703 -0.05603 -4.54021
C: 0.73233 -2.56021 -0.58675
C: -2.06055 -1.66069 -0.69073
H: -2.79579 -1.15388 3.51904
C: -0.10920 -1.05529 -7.11337
C: 1.85299 -0.98651 -1.90697
C: -0.73868 3.13762 2.98406
C: -0.98089 1.28051 -6.75329
C: 1.89790 -0.32068 5.11731
H: 2.66899 0.17528 -0.17310
H: -0.71958 -2.79697 4.17839
C: 1.48149 -1.67565 0.27458
N: -0.55183 1.93228 3.80584
H: 0.14779 3.79102 3.02668
H: -0.83947 -2.35880 2.45492
H: 0.67416 -1.78004 -6.86079
H: 1.63597 1.79369 -6.15102
C: 0.09913 0.26410 -6.35676
C: -0.37726 -2.07897 3.41963
H: -2.11597 -2.73015 -0.48715
H: 0.59496 -2.61722 -2.84223
H: -0.95853 2.88439 1.94090
H: 0.96242 -0.53622 5.64073
H: -1.95867 -1.57084 -2.94739
H: 3.35130 0.34590 2.46953
C: 1.48902 0.83762 -6.66661
H: -0.93669 1.47917 -7.83285
H: -1.10235 -1.47352 -6.91037

Atoms 1-3, force components in eV/Å:
-0.15 0.13 -0.48
0.02 0.17 0.31
-0.10 -0.06 -0.04

natural (NBO) charges in e: atom 1 (H): 0.241, atom 2 (H): 0.237, atom 3 (H): 0.229, atom 4 (C): -0.268, atom 5 (H): 0.229, atom 6 (H): 0.251, atom 7 (Ru): 0.950, atom 8 (H): 0.221, atom 9 (H): 0.282, atom 10 (H): 0.248, atom 11 (H): 0.232, atom 12 (C): -0.433, atom 13 (C): -0.455, atom 14 (H): 0.237, atom 15 (C): -0.301, atom 16 (H): 0.220, atom 17 (N): -0.595, atom 18 (C): -0.410, atom 19 (H): 0.252, atom 20 (H): 0.245, atom 21 (H): 0.211, atom 22 (C): -0.210, atom 23 (P): 2.369, atom 24 (C): -0.292, atom 25 (H): 0.232, atom 26 (H): 0.248, atom 27 (O): -1.091, atom 28 (N): -0.804, atom 29 (C): -0.274, atom 30 (H): 0.282, atom 31 (H): 0.210, atom 32 (H): 0.255, atom 33 (C): -0.174, atom 34 (H): 0.219, atom 35 (H): 0.266, atom 36 (H): 0.224, atom 37 (Cl): -0.171, atom 38 (C): -0.256, atom 39 (C): -0.264, atom 40 (H): 0.213, atom 41 (C): -0.640, atom 42 (C): -0.266, atom 43 (C): -0.440, atom 44 (C): -0.640, atom 45 (C): -0.443, atom 46 (H): 0.258, atom 47 (H): 0.235, atom 48 (C): -0.317, atom 49 (N): -0.500, atom 50 (H): 0.249, atom 51 (H): 0.201, atom 52 (H): 0.220, atom 53 (H): 0.220, atom 54 (C): 0.072, atom 55 (C): -0.416, atom 56 (H): 0.268, atom 57 (H): 0.284, atom 58 (H): 0.255, atom 59 (H): 0.244, atom 60 (H): 0.287, atom 61 (H): 0.245, atom 62 (C): -0.639, atom 63 (H): 0.237, atom 64 (H): 0.221